[1]
Below is a 2-piece molecular cluster, C3H8FIN overall in a non-equilibrium geometry, with properties calculated with the ωB97M-V functional and the def2-TZVPD basis.

Summary:
- DFT total energy: -15538.145 eV
- E_HOMO (alpha / beta): -12.40 / -13.13 eV
- Net charge: +1
- Max |F|: 5.34 eV Å⁻¹
- LUMO (alpha / beta): -4.6461 / -4.3429 eV
- Orbital gap (alpha / beta): 7.75 / 8.78 eV
- Relative energy (zero: lowest compared OMol25 entry of this formula, charge and spin): 138.66 kJ/mol
- M: 204.0 u

XYZ file:
```
14
Properties=species:S:1:pos:R:3:nbo_charge:R:1
C -0.607 -2.131 0.711 -0.791
C 0.687 0.644 -0.523 -0.299
C -0.775 -0.724 1.007 0.374
N 0.577 2.026 -0.335 -0.688
F -0.014 -0.329 2.097 -0.374
I -2.674 0.421 0.937 0.194
H -0.949 -2.701 1.578 0.280
H 0.448 -2.350 0.676 0.261
H -0.905 -2.343 -0.288 0.264
H 0.286 0.191 -1.369 0.218
H 1.602 0.167 -0.041 0.226
H 1.197 2.532 -0.932 0.435
H 0.963 2.238 0.689 0.463
H -0.295 2.416 -0.491 0.440
```

[2]
Below is a 2-piece molecular cluster, C3H8FN overall in a non-equilibrium geometry, with properties calculated with the ωB97M-V functional and the def2-TZVPD basis.

Summary:
- DFT total energy: -7445.689 eV
- E_HOMO: -8.74 eV
- Net charge: 0
- Max |F|: 5.17 eV Å⁻¹
- LUMO: 1.1537 eV
- Orbital gap: 9.89 eV
- Relative energy (zero: lowest compared OMol25 entry of this formula, charge and spin): 240.80 kJ/mol
- M: 77.1 u

XYZ file:
```
13
Properties=species:S:1:pos:R:3:nbo_charge:R:1
C 1.207 -0.829 0.276 -0.635
C 0.265 0.236 0.547 -0.418
C -1.105 0.051 -0.976 0.387
N -2.256 -0.508 -0.472 -0.879
F -0.503 -0.696 -1.906 -0.356
H 1.310 -0.951 -0.990 0.209
H 2.155 -0.801 0.721 0.208
H 0.815 -1.802 0.648 0.196
H -0.289 -0.004 1.467 0.195
H 0.736 1.141 0.596 0.183
H -1.200 1.024 -1.381 0.154
H -3.133 -0.231 -0.876 0.372
H -2.408 -1.589 -0.522 0.385
```

[3]
Below is one molecule with the formula C3H8FN in a non-equilibrium geometry, with properties calculated with the ωB97M-V functional and the def2-TZVPD basis.

Summary:
- DFT total energy: -7446.726 eV
- E_HOMO: -9.06 eV
- Net charge: 0
- Max |F|: 3.41 eV Å⁻¹
- SMILES string: CN(C)CF
- LUMO: 1.0926 eV
- Orbital gap: 10.15 eV
- Relative energy (zero: lowest compared OMol25 entry of this formula, charge and spin): 140.77 kJ/mol
- M: 77.1 u

XYZ file:
```
13
Properties=species:S:1:pos:R:3:nbo_charge:R:1
C 0.831 -1.317 -0.112 -0.437
N 0.245 0.120 0.398 -0.456
C 0.418 1.303 -0.465 -0.414
C -1.120 -0.004 0.739 0.188
F -1.872 -0.387 -0.336 -0.395
H 0.803 -2.170 0.581 0.217
H 0.295 -1.427 -1.064 0.198
H 1.906 -1.219 -0.400 0.204
H -0.192 1.942 0.092 0.209
H 1.443 1.810 -0.501 0.193
H 0.229 0.998 -1.480 0.184
H -1.417 -0.648 1.551 0.164
H -1.568 0.998 0.996 0.146
```

[4]
Below is an isolated ion of composition C3H8FN2 and charge +1, with properties calculated with the ωB97M-V functional and the def2-TZVPD basis.

Summary:
- DFT total energy: -8932.335 eV
- E_HOMO: -15.99 eV
- Net charge: +1
- Max |F|: 0.58 eV Å⁻¹
- SMILES string: C[C@@H](F)/[NH+]=C/N
- LUMO: -3.8721 eV
- Orbital gap: 12.12 eV
- Relative energy (zero: lowest compared OMol25 entry of this formula, charge and spin): 0.00 kJ/mol
- M: 91.1 u

XYZ file:
```
14
Properties=species:S:1:pos:R:3:nbo_charge:R:1
C -2.047 0.441 -0.173 -0.663
C -0.976 -0.491 0.345 0.352
F -1.098 -1.732 -0.215 -0.335
N 0.355 -0.002 -0.025 -0.542
C 1.447 -0.676 0.209 0.417
N 2.638 -0.336 -0.195 -0.694
H -1.997 0.510 -1.257 0.236
H -3.024 0.045 0.094 0.265
H -1.940 1.426 0.271 0.237
H -1.030 -0.636 1.434 0.188
H 0.377 0.831 -0.607 0.426
H 1.343 -1.593 0.785 0.242
H 3.446 -0.903 0.026 0.445
H 2.801 0.496 -0.750 0.427
```